# 1
An isolated ion of composition C11H20BN2O2 and charge +1 at a distorted geometry. Source: the Open Molecules 2025 dataset; level of theory: wB97M-V/def2-TZVPD.

Its LUMO energy is -4.0 eV. The calculation puts the total energy at -19480.214 eV. Its spin multiplicity is 1. The frontier orbital gap is 8.30 eV. Its total charge is +1.

Each atom is followed by the atoms it is bonded to, with distances in Å.
Cartesian coordinates (Å):
1 C 3.144 -2.184 0.184  C2 1.553, H17 1.096, H18 1.099, H19 1.097
2 C 3.727 -1.455 -1.058  C1 1.553, C3 1.589, H20 1.098, H21 1.094
3 C 3.495 0.116 -1.059  C2 1.589, C4 1.500, H22 1.098, H23 1.096
4 C 2.233 0.407 -0.302  C3 1.500, C5 1.406, C16 1.397
5 C 2.226 1.068 0.939  C4 1.406, C6 1.353, H24 1.088
6 C 1.049 1.262 1.578  C5 1.353, N7 1.349, H25 1.089
7 N -0.117 0.824 1.059  C6 1.349, B8 1.508, C11 1.350
8 B -1.349 1.081 1.888  N7 1.508, O9 1.374, O10 1.357
9 O -1.633 2.407 2.111  B8 1.374, H26 0.968
10 O -2.141 0.079 2.347  B8 1.357, H27 0.969
11 C -0.180 0.205 -0.139  N7 1.350, C12 1.515, C16 1.375
12 C -1.467 -0.303 -0.756  C11 1.515, C13 1.563, H28 1.097, H29 1.099
13 C -2.464 0.818 -1.193  C12 1.563, C14 1.566, H30 1.093, H31 1.102
14 C -3.863 0.539 -0.546  C13 1.566, N15 1.480, H32 1.101, H33 1.096
15 N -4.389 -0.821 -0.801  C14 1.480, H34 1.017, H35 1.018
16 C 0.999 -0.002 -0.814  C4 1.397, C11 1.375, H36 1.089
17 H 3.325 -1.656 1.127  C1 1.096
18 H 3.613 -3.174 0.261  C1 1.099
19 H 2.080 -2.378 0.006  C1 1.097
20 H 3.206 -1.840 -1.944  C2 1.098
21 H 4.790 -1.702 -1.142  C2 1.094
22 H 4.383 0.532 -0.564  C3 1.098
23 H 3.452 0.464 -2.098  C3 1.096
24 H 3.178 1.396 1.351  C5 1.088
25 H 1.023 1.780 2.536  C6 1.089
26 H -1.977 2.523 3.008  O9 0.968
27 H -3.000 0.468 2.568  O10 0.969
28 H -1.188 -0.859 -1.660  C12 1.097
29 H -1.900 -1.043 -0.069  C12 1.099
30 H -2.634 0.862 -2.272  C13 1.093
31 H -2.154 1.787 -0.771  C13 1.102
32 H -4.608 1.234 -0.962  C14 1.101
33 H -3.854 0.711 0.537  C14 1.096
34 H -3.906 -1.269 -1.576  N15 1.017
35 H -4.128 -1.380 0.009  N15 1.018
36 H 1.028 -0.496 -1.784  C16 1.089


# 2
A 7-piece molecular cluster, C12H34FN2O8 overall. Source: the Open Molecules 2025 dataset; level of theory: wB97M-V/def2-TZVPD.

Its LUMO energy (spin up / spin down) is 0.1 / -0.1 eV. The calculation puts the total energy at -35071.600 eV. Its spin multiplicity is 2. The frontier orbital gap (spin up / spin down) is 8.91 / 9.51 eV.

Each atom is followed by the atoms it is bonded to, with distances in Å.
Cartesian coordinates (Å):
1 C 3.682 -1.784 1.052  C2 1.516, H18 1.088, H19 1.094, H20 1.089
2 C 2.847 -1.226 2.187  C1 1.516, O3 1.209, N4 1.429
3 O 2.927 -1.718 3.288  C2 1.209
4 N 1.978 -0.115 1.955  C2 1.429, C5 1.467, C6 1.459
5 C 2.452 0.851 0.957  N4 1.467, H21 1.092, H22 1.088, H23 1.093
6 C 0.561 -0.453 1.870  N4 1.459, F7 1.423, C8 1.530, C17 1.541
7 F 0.275 -1.145 3.081  C6 1.423
8 C -0.291 0.818 1.900  C6 1.530, C9 1.538, H24 1.092, H25 1.087
9 C -1.418 0.891 0.857  C8 1.538, C10 1.544, C11 1.535, N12 1.482
10 C -1.895 2.354 0.729  C9 1.544, H26 1.091, H27 1.090, H28 1.091
11 C -2.623 0.043 1.290  C9 1.535, H29 1.091, H30 1.090, H31 1.090
12 N -0.878 0.469 -0.458  C9 1.482, O13 1.282, C14 1.493
13 O -0.222 1.374 -1.086  N12 1.282
14 C -0.379 -0.933 -0.567  N12 1.493, C15 1.535, C16 1.559, C17 1.553
15 C 0.732 -1.010 -1.623  C14 1.535, H32 1.081, H33 1.087, H34 1.094
16 C -1.563 -1.820 -1.059  C14 1.559, H35 1.090, H36 1.091, H37 1.091
17 C 0.143 -1.471 0.793  C6 1.541, C14 1.553, H38 1.090, H39 1.092
18 H 3.463 -1.343 0.081  C1 1.088
19 H 4.733 -1.575 1.275  C1 1.094
20 H 3.540 -2.863 1.037  C1 1.089
21 H 1.896 0.837 0.017  C5 1.092
22 H 3.504 0.683 0.735  C5 1.088
23 H 2.377 1.863 1.362  C5 1.093
24 H -0.764 0.837 2.885  C8 1.092
25 H 0.328 1.709 1.834  C8 1.087
26 H -2.334 2.521 -0.256  C10 1.091
27 H -1.080 3.061 0.882  C10 1.090
28 H -2.664 2.541 1.480  C10 1.091
29 H -3.378 0.032 0.502  C11 1.091
30 H -2.357 -0.981 1.547  C11 1.090
31 H -3.048 0.485 2.191  C11 1.090
32 H 0.524 -0.351 -2.454  C15 1.081
33 H 1.730 -0.839 -1.226  C15 1.087
34 H 0.728 -2.029 -2.021  C15 1.094
35 H -1.672 -2.726 -0.464  C16 1.090
36 H -2.503 -1.269 -1.007  C16 1.091
37 H -1.428 -2.099 -2.106  C16 1.091
38 H -0.641 -2.062 1.267  C17 1.090
39 H 0.952 -2.172 0.575  C17 1.092
40 O -0.135 1.499 5.431  H41 0.963, H42 0.962
41 H 0.068 0.597 5.158  O40 0.963
42 H 0.720 1.940 5.414  O40 0.962
43 O -0.840 1.381 -3.944  H44 0.971, H45 0.965
44 H -0.521 1.454 -3.029  O43 0.971
45 H -1.029 0.441 -4.058  O43 0.965
46 O 2.344 -0.005 -3.984  H47 0.961, H48 0.965
47 H 2.813 -0.383 -4.733  O46 0.961
48 H 1.682 0.583 -4.367  O46 0.965
49 O -2.179 -1.182 4.629  H50 0.963, H51 0.964
50 H -2.371 -0.393 5.148  O49 0.963
51 H -1.220 -1.196 4.542  O49 0.964
52 O -0.143 -1.392 -5.015  H53 0.964, H54 0.961
53 H -0.204 -0.837 -5.800  O52 0.964
54 H 0.646 -1.923 -5.154  O52 0.961
55 O -2.815 3.362 -4.855  H56 0.960, H57 0.969
56 H -2.893 3.964 -4.111  O55 0.960
57 H -2.158 2.707 -4.575  O55 0.969


# 3
A 3-piece molecular cluster, C3H11NO3 overall at a distorted geometry. Source: the Open Molecules 2025 dataset; level of theory: wB97M-V/def2-TZVPD.

Its LUMO energy is 0.6 eV. The calculation puts the total energy at -10920.805 eV. Its spin multiplicity is 1. The frontier orbital gap is 10.37 eV.

Each atom is followed by the atoms it is bonded to, with distances in Å.
Cartesian coordinates (Å):
1 C 1.376 -0.141 0.688  C2 1.580, H6 1.074, H7 1.111, H8 1.108
2 C 0.752 1.227 0.205  C1 1.580, N3 1.491, C4 1.588, H9 1.105
3 N -0.193 1.943 1.111  C2 1.491, H10 1.010, H11 1.001
4 C -0.105 1.025 -1.117  C2 1.588, O5 1.290, H12 1.117
5 O 0.063 0.140 -2.041  C4 1.290
6 H 2.060 -0.049 1.512  C1 1.074
7 H 0.554 -0.886 0.716  C1 1.111
8 H 2.017 -0.453 -0.161  C1 1.108
9 H 1.551 1.951 -0.040  C2 1.105
10 H -0.805 1.300 1.591  N3 1.010
11 H 0.411 2.308 1.821  N3 1.001
12 H -1.091 1.516 -1.301  C4 1.117
13 O -1.995 -0.453 0.496  H14 1.001, H15 0.942
14 H -1.434 -1.274 0.376  O13 1.001
15 H -2.835 -0.824 0.707  O13 0.942
16 O -0.548 -2.585 -1.447  H17 1.008, H18 0.956
17 H 0.350 -3.016 -1.603  O16 1.008
18 H -0.127 -1.729 -1.514  O16 0.956


# 4
A 2-piece molecular cluster, C4H10N2O2 overall. Source: the Open Molecules 2025 dataset; level of theory: wB97M-V/def2-TZVPD.

Its LUMO energy is 0.9 eV. The calculation puts the total energy at -11383.343 eV. Its spin multiplicity is 1. The frontier orbital gap is 10.38 eV.

Each atom is followed by the atoms it is bonded to, with distances in Å.
Cartesian coordinates (Å):
1 H -1.122 1.965 1.045  N2 1.017
2 N -0.552 2.095 0.213  H1 1.017, C3 1.256
3 C 0.467 1.362 0.168  N2 1.256, C4 1.490, O5 1.361
4 C 1.431 1.433 -0.965  C3 1.490, H7 1.084, H8 1.089, H9 1.088
5 O 0.698 0.457 1.159  C3 1.361, N6 1.435
6 N 1.888 -0.333 1.022  O5 1.435, H10 1.017, H11 1.024
7 H 1.143 2.248 -1.620  C4 1.084
8 H 1.429 0.493 -1.515  C4 1.089
9 H 2.434 1.590 -0.575  C4 1.088
10 H 2.047 -0.692 1.961  N6 1.017
11 H 1.638 -1.122 0.420  N6 1.024
12 C -2.115 -1.442 0.244  C13 1.490, H15 1.089, H16 1.087, H17 1.089
13 C -1.008 -1.268 -0.738  C12 1.490, O14 1.203, H18 1.106
14 O 0.063 -1.811 -0.689  C13 1.203
15 H -2.352 -0.471 0.674  C12 1.089
16 H -1.837 -2.140 1.030  C12 1.087
17 H -3.003 -1.797 -0.275  C12 1.089
18 H -1.248 -0.566 -1.559  C13 1.106


Please write out number 4 again, unchanged.
A 2-piece molecular cluster, C4H10N2O2 overall. Source: the Open Molecules 2025 dataset; level of theory: wB97M-V/def2-TZVPD.

Its LUMO energy is 0.9 eV. The calculation puts the total energy at -11383.343 eV. Its spin multiplicity is 1. The frontier orbital gap is 10.38 eV.

Each atom is followed by the atoms it is bonded to, with distances in Å.
Cartesian coordinates (Å):
1 H -1.122 1.965 1.045  N2 1.017
2 N -0.552 2.095 0.213  H1 1.017, C3 1.256
3 C 0.467 1.362 0.168  N2 1.256, C4 1.490, O5 1.361
4 C 1.431 1.433 -0.965  C3 1.490, H7 1.084, H8 1.089, H9 1.088
5 O 0.698 0.457 1.159  C3 1.361, N6 1.435
6 N 1.888 -0.333 1.022  O5 1.435, H10 1.017, H11 1.024
7 H 1.143 2.248 -1.620  C4 1.084
8 H 1.429 0.493 -1.515  C4 1.089
9 H 2.434 1.590 -0.575  C4 1.088
10 H 2.047 -0.692 1.961  N6 1.017
11 H 1.638 -1.122 0.420  N6 1.024
12 C -2.115 -1.442 0.244  C13 1.490, H15 1.089, H16 1.087, H17 1.089
13 C -1.008 -1.268 -0.738  C12 1.490, O14 1.203, H18 1.106
14 O 0.063 -1.811 -0.689  C13 1.203
15 H -2.352 -0.471 0.674  C12 1.089
16 H -1.837 -2.140 1.030  C12 1.087
17 H -3.003 -1.797 -0.275  C12 1.089
18 H -1.248 -0.566 -1.559  C13 1.106


Q: Number 3 is which compound?
A: C3H11NO3


Q: Which of these has the highest spin multiplicity?
A: C12H34FN2O8


Q: Among the records above, which one has the highest spin multiplicity?
A: C12H34FN2O8